Version A
DFT (ωB97M-V/def2-TZVPD) results for one molecule with the formula C3H3NO.

Structure (ORCA input):
```
! RIJCOSX wB97M-V def2-TZVPD def2/J DEFGRID3
* xyz 0 1
C -0.76 -0.69 0.03
C -0.74 0.65 0.10
O 0.55 1.07 0.06
C 1.26 -0.08 0.00
N 0.56 -1.17 -0.02
H -1.65 -1.18 -0.29
H -1.54 1.37 0.17
H 2.33 0.04 -0.04
*
```

Values from the calculation:
- highest occupied orbital energy (eV) = -9.629
- orbital gap (eV) = 10.69
- lowest unoccupied orbital energy (eV) = 1.058
- SMILES = c1cocn1

In the Mulliken picture, each atom carries the following charge in e: -0.31 -0.05 -0.30 0.09 -0.49 0.33 0.37 0.36


Version B
DFT (ωB97M-V/def2-TZVPD) results for one molecule with the formula C3H3NO.

Structure (ORCA input):
```
! RIJCOSX wB97M-V def2-TZVPD def2/J DEFGRID3
* xyz 0 1
N 2.39 0.39 -0.59
C 1.37 -0.05 -0.28
C 0.05 -0.56 0.10
C -0.96 0.57 0.09
O -1.93 0.57 -0.63
H -0.27 -1.34 -0.60
H 0.11 -0.98 1.11
H -0.76 1.40 0.79
*
```

Values from the calculation:
- highest occupied orbital energy (eV) = -10.787
- orbital gap (eV) = 11.30
- lowest unoccupied orbital energy (eV) = 0.509
- SMILES = N#CCC=O

In the Mulliken picture, each atom carries the following charge in e: -0.35 0.17 -0.25 0.04 -0.42 0.24 0.25 0.32


Version C
DFT (ωB97M-V/def2-TZVPD) results for one molecule with the formula C3H3NO.

Structure (ORCA input):
```
! RIJCOSX wB97M-V def2-TZVPD def2/J DEFGRID3
* xyz 0 1
C 0.90 -0.39 -0.02
C -0.27 0.52 -0.31
O 0.03 1.59 -0.77
C -1.60 0.12 0.19
N -2.51 -0.29 0.71
H 1.38 -0.49 -0.98
H 1.54 0.19 0.76
H 0.53 -1.25 0.41
*
```

Values from the calculation:
- highest occupied orbital energy (eV) = -11.081
- orbital gap (eV) = 10.66
- lowest unoccupied orbital energy (eV) = -0.417
- SMILES = CC(=O)C#N

In the Mulliken picture, each atom carries the following charge in e: -0.84 0.55 -0.45 0.13 -0.26 0.29 0.25 0.33


According to the calculations, the structures order from most to least stable as version A, version B, version C.